# 1
Density functional theory data (ωB97M-V with the def2-TZVPD basis set) for a 2-piece molecular cluster, C3H6ClNO overall.

ORCA input file:
```
! wB97M-V def2-TZVPD RIJCOSX def2/J DEFGRID3
* xyz 0 1
C 2.0522 -0.6508 -0.1738
C -1.5084 -0.1595 0.1485
C -0.8559 1.2364 0.1315
N 1.8534 -1.8184 -0.3674
O 0.1060 1.3900 -0.7755
Cl 2.9814 0.6501 -0.0016
H -2.2273 -0.2298 0.9604
H -2.0090 -0.3466 -0.7973
H -0.7309 -0.9092 0.2802
H -0.4774 1.4584 1.1582
H -1.6615 1.9856 -0.0429
H 2.4775 -2.6062 -0.5202
*
```

Calculated values
Relative energy (zero: lowest compared OMol25 entry of this formula, charge and spin): 5.704 eV
LUMO energy (spin up / spin down): 0.42 / -1.38 eV

=====

# 2
Density functional theory data (ωB97M-V with the def2-TZVPD basis set) for a 2-piece molecular cluster, C8H10N2O4 overall.

ORCA input file:
```
! wB97M-V def2-TZVPD RIJCOSX def2/J DEFGRID3
* xyz 0 1
N -1.2180 0.3019 -1.2374
C -0.3234 0.7339 -0.2852
C -0.3866 1.7331 0.6982
O -1.5541 2.4373 0.8155
O 0.4289 1.9543 1.7209
N 0.9762 0.0483 -0.4499
C 2.1119 0.7520 -0.6384
C 3.3309 0.1926 -0.8157
C 3.5083 -1.2454 -0.6016
O 4.6094 -1.7759 -0.7334
C 2.2760 -1.9146 -0.4051
C 1.0723 -1.3156 -0.3334
H -2.2420 0.5464 -0.9839
H -1.1387 0.8220 -2.1644
H -2.0932 2.0310 1.5727
H 0.8165 1.1424 2.2092
H 2.0535 1.9050 -0.7081
H 4.2132 0.8863 -0.7866
H 2.3069 -2.9272 -0.2639
H 0.2062 -1.7586 -0.0752
C -1.5707 -0.4321 1.5838
O -2.2157 0.1614 2.4242
H -0.4684 -0.6300 1.9770
H -2.0068 -1.0860 0.8272
*
```

Calculated values
Relative energy (zero: lowest compared OMol25 entry of this formula, charge and spin): 3.546 eV
LUMO energy: 0.10 eV
SMILES: NC(=C(O)O)n1ccc(=O)cc1.C=O

=====

# 3
Density functional theory data (ωB97M-V with the def2-TZVPD basis set) for a single C4H7ClFNS molecule.

ORCA input file:
```
! wB97M-V def2-TZVPD RIJCOSX def2/J DEFGRID3
* xyz 0 1
N -0.4477 2.0587 -0.4543
C 0.2237 1.5048 0.7677
C 0.7895 0.1453 0.2103
Cl 2.4146 -0.0622 -0.1714
C 0.0311 -0.9837 0.3731
F 0.3477 -2.0054 -0.4639
C -1.2894 -0.8393 0.9247
S -2.2110 -0.1010 -0.4348
H 0.1827 1.7790 -1.2653
H -0.4428 3.2330 -0.3248
H -0.2610 1.3263 1.5794
H 0.9976 2.2105 0.9662
H -1.3336 -0.4284 2.0639
H -1.6947 -1.8758 1.2152
H -1.6443 1.1041 -0.6627
*
```

Calculated values
Relative energy (zero: lowest compared OMol25 entry of this formula, charge and spin): 2.544 eV
LUMO energy: 0.40 eV
SMILES: NC/C(Cl)=C(/F)CS

=====

# 4
Density functional theory data (ωB97M-V with the def2-TZVPD basis set) for a 15-piece molecular cluster, C32H37Cl42NO2 overall.

ORCA input file:
```
! wB97M-V def2-TZVPD RIJCOSX def2/J DEFGRID3
* xyz 0 1
C -2.1946 -3.2801 -5.0259
C -1.0333 -2.3236 -5.2495
C -0.9733 -1.6334 -6.6010
C -0.0362 -2.1093 -4.2852
C 1.3064 -2.8709 -4.3803
C 1.7438 -3.4423 -3.0195
C 2.2427 -2.3677 -1.9854
C 2.6845 -1.0439 -2.6381
C 1.1953 -2.1945 -0.8537
C 1.7260 -1.3727 0.3768
C 1.0364 -0.0256 0.5379
C 0.7395 0.8215 -0.5335
C 0.1160 2.0615 -0.3707
C -0.2681 2.4926 0.8988
C 0.0081 1.6721 1.9635
C 0.6646 0.4323 1.7958
C 0.8474 -0.1664 3.1875
O 1.6407 -0.9818 3.5700
N -0.1337 0.5212 4.0142
C -0.2696 1.8412 3.4561
O -0.5436 2.8546 4.0400
H -3.0321 -3.0379 -5.6969
H -1.8081 -4.2837 -5.2582
H -2.5572 -3.2164 -3.9850
H 0.0583 -1.3352 -6.8512
H -1.3229 -2.3404 -7.3814
H -1.6226 -0.7501 -6.6520
H -0.2368 -1.4026 -3.4698
H 2.0941 -2.2814 -4.8874
H 1.1147 -3.7286 -5.0430
H 2.5751 -4.1371 -3.1977
H 0.8774 -3.9432 -2.5646
H 3.1415 -2.7915 -1.5019
H 1.8389 -0.5734 -3.1680
H 2.9475 -0.3343 -1.8365
H 3.5282 -1.1571 -3.3349
H 0.2298 -1.8094 -1.2172
H 0.9814 -3.2167 -0.4984
H 1.5216 -2.0002 1.2532
H 2.8140 -1.2659 0.2641
H 1.0150 0.5601 -1.5528
H -0.0424 2.6721 -1.2478
H -0.7702 3.4499 1.0369
H -1.0139 0.0477 3.7960
C 6.3542 -0.2103 -5.2103
Cl 6.7559 -0.8574 -3.6168
Cl 6.7148 -1.3957 -6.4702
Cl 4.6581 0.2693 -5.2772
H 6.9625 0.6691 -5.3844
C -6.1390 -2.0869 -5.4996
Cl -4.9744 -0.9352 -4.8370
Cl -5.4410 -2.9761 -6.8565
Cl -6.6945 -3.1980 -4.2453
H -6.9939 -1.5309 -5.8635
C 1.8355 5.7849 4.7355
Cl 2.5948 5.8354 3.1403
Cl 2.6954 4.6691 5.8001
Cl 1.7688 7.3999 5.4484
H 0.8239 5.4253 4.6170
C -0.5205 -1.6276 7.0851
Cl -0.6558 -3.0205 8.1598
Cl -1.8645 -1.5908 5.9368
Cl -0.4683 -0.1266 8.0098
H 0.4035 -1.7156 6.5248
C 5.0367 3.4924 -8.0580
Cl 6.1677 2.1416 -8.1935
Cl 3.3920 2.9082 -7.7936
Cl 5.5257 4.5831 -6.7593
H 5.0550 4.0434 -8.9898
C -3.7259 1.9540 -1.5808
Cl -1.9959 1.6608 -1.8065
Cl -3.9874 3.5209 -0.8133
Cl -4.5893 1.8631 -3.1228
H -4.1178 1.1845 -0.9273
C 0.3959 -0.9577 12.0583
Cl 1.8823 -0.1797 12.6110
Cl 0.3515 -2.6473 12.5644
Cl -1.0212 -0.0892 12.6546
H 0.3793 -0.9290 10.9756
C -4.3720 -4.3943 7.2976
Cl -3.9388 -4.9849 8.9024
Cl -4.0028 -5.6041 6.0657
Cl -6.0785 -3.9440 7.2364
H -3.7798 -3.5102 7.0920
C 7.4448 -5.1031 -8.6046
Cl 6.4423 -6.3211 -7.8140
Cl 6.7420 -3.4943 -8.4069
Cl 9.0916 -5.1441 -7.9713
H 7.4825 -5.3294 -9.6628
C 4.1772 -1.4001 9.7715
Cl 2.5559 -0.7565 9.5040
Cl 4.0951 -3.0576 10.3717
Cl 5.1299 -1.3200 8.2885
H 4.6642 -0.7902 10.5226
C -2.4023 6.4178 5.7696
Cl -1.5572 5.0375 5.0757
Cl -3.9498 5.9154 6.4588
Cl -1.3948 7.1947 6.9942
H -2.5989 7.1348 4.9821
C -5.5088 -3.1048 -11.0661
Cl -4.8126 -3.1675 -12.6861
Cl -4.6336 -4.1774 -9.9697
Cl -5.5087 -1.4500 -10.4515
H -6.5351 -3.4448 -11.1246
C -0.8285 4.5212 10.2378
Cl -2.4057 5.2836 10.0215
Cl -1.0163 2.8279 10.7099
Cl 0.1408 4.6553 8.7694
H -0.3092 5.0380 11.0350
C -6.4569 6.7150 -2.3300
Cl -5.9766 7.3719 -0.7618
Cl -6.1485 7.8863 -3.6153
Cl -5.6164 5.1964 -2.6482
H -7.5207 6.5157 -2.3020
*
```

Calculated values
LUMO energy: -0.32 eV

=====

# 5
Density functional theory data (ωB97M-V with the def2-TZVPD basis set) for C46H40N9O6PY as an isolated structure.

ORCA input file:
```
! wB97M-V def2-TZVPD RIJCOSX def2/J DEFGRID3
* xyz 1 1
Y -0.9811 -1.0617 0.0770
O 0.0326 -4.8670 -1.0361
C -0.5051 -4.0916 -0.2811
O -1.1259 -3.0089 -0.6638
C -0.5063 -4.2934 1.2441
C -1.8219 -3.8048 1.8523
C -2.0045 -4.3441 3.2709
C -0.9759 -3.4893 4.0459
C -0.4071 -2.6065 2.9332
O -1.5636 -2.3930 2.0732
C 0.5165 -3.4079 2.0080
C 1.3312 -2.4899 1.0731
O 2.2477 -2.9333 0.4113
O 0.9094 -1.2634 1.0222
H -0.3237 -5.3452 1.4500
H -2.6862 -3.9111 1.2007
H -1.8043 -5.4119 3.3197
H -3.0204 -4.1737 3.6245
H -0.1992 -4.0788 4.5281
H -1.4581 -2.8785 4.8074
H -0.0122 -1.6419 3.2391
H 1.2141 -4.0428 2.5505
N -3.6111 -1.6429 -0.1013
C -4.6816 -0.8656 -0.6732
C -5.9941 -1.3270 -0.6301
C -7.0164 -0.5877 -1.1990
C -6.7388 0.6151 -1.8322
C -5.4397 1.0814 -1.8763
C -4.4059 0.3555 -1.2857
P -2.7123 0.9919 -1.2956
C -2.8334 2.5682 -0.4115
C -1.8672 3.5503 -0.6297
C -1.8662 4.7077 0.1303
C -2.8163 4.8885 1.1271
C -3.7734 3.9128 1.3525
C -3.7858 2.7575 0.5862
C -2.4663 1.4067 -3.0408
C -2.1744 0.3362 -3.8865
C -2.0144 0.5466 -5.2452
C -2.1281 1.8291 -5.7644
C -2.4152 2.8955 -4.9253
C -2.5912 2.6881 -3.5660
H -3.9469 -2.0989 0.7406
H -3.3441 -2.3932 -0.7382
H -6.2090 -2.2778 -0.1566
H -8.0320 -0.9572 -1.1599
H -7.5357 1.1861 -2.2885
H -5.2168 2.0204 -2.3671
H -1.1230 3.4202 -1.4088
H -1.1266 5.4750 -0.0612
H -2.8133 5.7920 1.7214
H -4.5181 4.0506 2.1251
H -4.5414 2.0035 0.7661
H -2.0712 -0.6651 -3.4805
H -1.7941 -0.2879 -5.8975
H -1.9920 1.9980 -6.8239
H -2.5083 3.8954 -5.3280
H -2.8231 3.5266 -2.9208
C 3.2898 -1.6765 -3.7215
N 2.1464 -1.0525 -3.0973
C 1.2637 -1.5932 -2.2604
N 0.4467 -0.6417 -1.8179
C 0.9048 0.4815 -2.4361
N 1.9361 0.2655 -3.2067
C 4.4891 -1.8009 -2.8052
C 5.5374 -2.6230 -3.2035
C 6.6552 -2.7783 -2.3996
C 6.7375 -2.1171 -1.1875
C 5.6902 -1.2915 -0.7856
C 4.5665 -1.1345 -1.5942
C 5.7866 -0.5960 0.4840
N 6.7495 -0.6479 1.3486
N 6.4215 0.1753 2.3686
C 5.2727 0.6981 2.0848
O 4.8048 0.2484 0.8930
C 4.5125 1.6575 2.8634
C 4.9906 2.0722 4.1069
C 4.2697 2.9946 4.8396
C 3.0744 3.5048 4.3487
C 2.5944 3.0986 3.1115
C 1.2944 3.6542 2.5743
N 0.2956 2.6268 2.3516
C 0.1890 1.7870 1.3260
N -0.8080 0.9412 1.5425
C -1.2902 1.3388 2.7518
N -0.6403 2.3502 3.2659
C 3.3200 2.1747 2.3693
H 3.5302 -1.0709 -4.5957
H 2.9827 -2.6643 -4.0658
H 1.2471 -2.6378 -1.9845
H 0.4543 1.4539 -2.3304
H 5.4752 -3.1538 -4.1460
H 7.4622 -3.4237 -2.7176
H 7.5983 -2.2286 -0.5438
H 3.7581 -0.5003 -1.2570
H 5.9218 1.6652 4.4742
H 4.6359 3.3198 5.8035
H 2.5129 4.2213 4.9353
H 1.4522 4.1646 1.6219
H 0.8538 4.3584 3.2762
H 0.8376 1.8042 0.4653
H -2.1255 0.8728 3.2461
H 2.9742 1.8462 1.3975
*
```

Calculated values
Relative energy (zero: lowest compared OMol25 entry of this formula, charge and spin): 0.406 eV
LUMO energy: -2.19 eV

=====

# 6
Density functional theory data (ωB97M-V with the def2-TZVPD basis set) for a 2-piece molecular cluster, CH4FINP overall.

ORCA input file:
```
! wB97M-V def2-TZVPD RIJCOSX def2/J DEFGRID3
* xyz 0 1
C -1.0053 0.7938 0.6722
N -0.3779 -0.3544 1.2792
F 2.1953 -2.2911 -1.1533
P 2.2591 -0.7368 -0.6297
I 1.0226 0.3548 -2.3198
H -1.1483 1.5773 1.3689
H -0.6032 1.2819 -0.2077
H -1.9521 0.6078 0.2084
H -0.3902 -1.2334 0.7819
*
```

Calculated values
Relative energy (zero: lowest compared OMol25 entry of this formula, charge and spin): 3.370 eV
LUMO energy (spin up / spin down): -1.33 / -0.34 eV

=====

# 7
Density functional theory data (ωB97M-V with the def2-TZVPD basis set) for a single C8H9NO2S molecule.

ORCA input file:
```
! wB97M-V def2-TZVPD RIJCOSX def2/J DEFGRID3
* xyz 0 1
C -0.2949 2.0009 -0.2005
C -0.6933 0.8092 0.2404
C -1.6736 0.5177 1.2010
C -2.6140 -0.4365 1.1511
C -2.4958 -1.4623 0.0863
C -1.3621 -1.4815 -0.6524
C -0.2160 -0.5417 -0.4019
C 0.9503 -1.1486 -0.3434
S 2.3730 -0.1476 0.2392
N 2.8345 0.5862 -1.2267
O 1.9997 0.8954 1.1570
O 3.4855 -0.9703 0.6237
H 0.2498 2.0692 -1.1039
H -0.5521 2.9544 0.2733
H -1.9035 1.2464 1.9409
H -3.3260 -0.2994 1.9099
H -3.3625 -1.9999 -0.2616
H -1.0743 -2.3821 -1.2568
H 1.0660 -2.1657 -0.5337
H 3.7948 0.2794 -1.6354
H 2.8146 1.6770 -1.2064
*
```

Calculated values
Relative energy (zero: lowest compared OMol25 entry of this formula, charge and spin): 3.918 eV
LUMO energy: -0.45 eV
SMILES: C=c1cccc/c1=C/S(N)(=O)=O

=====

# 8
Density functional theory data (ωB97M-V with the def2-TZVPD basis set) for C25H17Br2FFeN3O2 as an isolated structure.

ORCA input file:
```
! wB97M-V def2-TZVPD RIJCOSX def2/J DEFGRID3
* xyz 0 6
Fe -0.3220 -0.3365 -1.0852
O 1.4983 -0.0517 -1.5792
C 2.4139 0.8813 -1.4375
C 3.7698 0.5239 -1.3868
C 4.7525 1.4708 -1.1948
C 4.4169 2.8178 -1.0481
C 3.0905 3.1843 -1.1165
C 2.0791 2.2394 -1.3205
C 0.6772 2.6277 -1.3892
N -0.3658 1.8250 -1.5461
C -1.4962 2.6183 -1.5174
C -1.1332 3.9131 -1.3627
N 0.2423 3.9050 -1.2815
H 4.0084 -0.5266 -1.4969
H 5.7911 1.1666 -1.1543
H 5.1815 3.5646 -0.8854
H 2.8406 4.2329 -0.9968
H -2.4781 2.1919 -1.6158
H -1.7098 4.8183 -1.3053
H 0.8280 4.7137 -1.1720
C 1.8988 -0.2035 1.5274
C 0.4703 -0.1621 1.9779
C 0.1398 -0.1385 3.3481
C -1.1651 -0.1008 3.7425
C -2.1945 -0.0695 2.7789
C -3.5819 -0.0625 3.0521
Br -4.2074 -0.0266 4.8425
C -4.4878 -0.0824 2.0336
C -4.0577 -0.0769 0.6954
Br -5.3353 -0.1247 -0.6921
C -2.7203 -0.0514 0.3487
O -2.2676 -0.0211 -0.8661
C -1.7909 -0.0738 1.4315
N -0.4808 -0.1344 1.0627
H 2.5610 -0.4872 2.3430
H 2.2047 0.7776 1.1579
H 2.0228 -0.9077 0.7062
H 0.9341 -0.1624 4.0813
H -1.4228 -0.1038 4.7932
H -5.5469 -0.0993 2.2488
F -0.5525 -6.3940 -1.0360
C -0.5001 -5.0517 -1.2019
C -1.6511 -4.3842 -1.5724
C -1.5959 -3.0046 -1.7312
C -0.4018 -2.3127 -1.5293
C 0.7432 -3.0240 -1.1678
C 0.7002 -4.4053 -0.9947
H -2.5692 -4.9385 -1.7195
H -2.4951 -2.4702 -2.0137
H 1.6898 -2.5091 -1.0479
H 1.5749 -4.9746 -0.7073
*
```

Calculated values
LUMO energy (spin up / spin down): -0.31 / -1.01 eV

=====

# 9
Density functional theory data (ωB97M-V with the def2-TZVPD basis set) for C24H22Cl3GeN5O3Ru as an isolated structure.

ORCA input file:
```
! wB97M-V def2-TZVPD RIJCOSX def2/J DEFGRID3
* xyz 3 6
Ru 0.5343 -0.8181 -0.1795
O 4.7404 -2.1462 -0.1771
C 3.6545 -1.9594 -0.5998
N 2.4496 -2.1243 0.3126
C 2.8719 -2.1975 1.7604
C 1.9169 -1.5750 2.7211
C 2.2353 -1.8351 4.0534
C 1.3584 -1.2326 4.9832
C 0.2515 -0.5249 4.5014
C 0.0371 -0.4337 3.1289
N 0.8479 -0.9276 2.1934
C 3.2942 -1.3834 -1.9209
C 4.1942 -1.2359 -2.9757
C 3.7213 -0.7637 -4.1952
C 2.4009 -0.3137 -4.2755
C 1.6544 -0.2956 -3.1578
N 2.0645 -0.8025 -1.9760
H 3.8774 -1.6416 1.8774
H 3.1291 -3.1901 2.0200
H 3.0271 -2.5445 4.2630
H 1.5237 -1.3279 6.0456
H -0.4757 -0.1411 5.2290
H -0.8076 0.0812 2.7849
H 5.2370 -1.5394 -2.8733
H 4.3094 -0.6618 -5.0790
H 2.0977 0.2832 -5.1503
H 0.7761 0.2858 -3.1324
O -6.2680 0.8717 -0.9838
C -5.8471 -0.3806 -0.5883
C -4.3577 -0.4069 -0.4177
C -3.8328 -1.5130 0.2286
C -2.4551 -1.5951 0.4007
N -1.6402 -0.6284 -0.0208
C -2.1540 0.5457 -0.4846
C -3.4890 0.6402 -0.7636
C -1.2034 1.6542 -0.6287
C -1.6236 2.9783 -0.4062
C -0.5920 3.9332 -0.1609
C -0.8939 5.4043 -0.1943
O -1.9868 5.6178 -1.0637
C 0.7699 3.4971 -0.1284
C 1.1268 2.2395 -0.4138
N 0.1145 1.3010 -0.6670
H -7.2304 1.1113 -0.7443
H -6.1608 -1.1748 -1.3552
H -6.3470 -0.6607 0.3019
H -4.5273 -2.1883 0.7229
H -1.8788 -2.4166 0.9821
H -3.8553 1.5711 -1.1279
H -2.6562 3.3604 -0.5705
H 0.0085 5.9586 -0.5241
H -1.0598 5.7244 0.8798
H -2.3429 6.5694 -0.8288
H 1.4277 4.3263 0.0613
H 2.1953 1.8725 -0.5974
Cl -0.1408 -3.5802 -1.3099
Ge 1.6435 -3.9010 -0.1773
Cl 3.0639 -4.9524 -1.2568
Cl 1.2713 -4.8138 1.6549
*
```

Calculated values
Relative energy (zero: lowest compared OMol25 entry of this formula, charge and spin): 0.744 eV
LUMO energy (spin up / spin down): -9.09 / -11.76 eV

=====

# 10
Density functional theory data (ωB97M-V with the def2-TZVPD basis set) for C4H10N2O2 as an isolated structure.

ORCA input file:
```
! wB97M-V def2-TZVPD RIJCOSX def2/J DEFGRID3
* xyz 2 1
C -0.4018 -0.8655 -0.2818
C 1.0270 -0.3440 -0.4157
C -1.1190 0.4012 -0.4085
C 0.6481 0.9597 0.2582
N 2.0466 -1.3038 0.1684
N -2.4352 0.4350 0.1683
O -0.7251 -1.9103 0.1851
O 1.1428 2.1427 -0.0203
H 1.3332 -0.2007 -1.4551
H -1.0482 0.7698 -1.4073
H 0.4948 0.6780 1.2585
H 2.7773 -0.8136 0.6406
H 2.3457 -1.8552 -0.5393
H 1.5203 -2.1334 0.5395
H -2.7644 -0.4356 0.4430
H -3.2669 0.5206 -0.6119
H -2.4629 1.0092 1.0138
H 0.8877 2.9460 0.4647
*
```

Calculated values
Relative energy (zero: lowest compared OMol25 entry of this formula, charge and spin): 1.514 eV
LUMO energy: -7.95 eV

=====

# 11
Density functional theory data (ωB97M-V with the def2-TZVPD basis set) for a single C6H10 molecule.

ORCA input file:
```
! wB97M-V def2-TZVPD RIJCOSX def2/J DEFGRID3
* xyz 0 1
C 1.7402 -0.0516 0.3018
C 0.6766 -1.1492 0.0680
C -0.3226 -0.0181 -0.1600
C 0.8322 0.9326 -0.4765
C -1.4301 0.3436 0.7792
C -1.7330 -0.0739 -0.6401
H 2.7537 -0.2252 -0.0704
H 1.7867 0.2192 1.3614
H 0.8709 -1.6910 -0.8661
H 0.4789 -1.8714 0.8668
H 1.0788 0.9452 -1.5448
H 0.7570 1.9620 -0.1109
H -1.6861 -0.3384 1.5866
H -1.5450 1.3971 1.0268
H -2.0894 0.6794 -1.3379
H -2.1689 -1.0602 -0.7838
*
```

Calculated values
Relative energy (zero: lowest compared OMol25 entry of this formula, charge and spin): 1.303 eV
LUMO energy: 1.22 eV
SMILES: C1CC2(C1)CC2

=====

# 12
Density functional theory data (ωB97M-V with the def2-TZVPD basis set) for a single C3H4N2O3 molecule.

ORCA input file:
```
! wB97M-V def2-TZVPD RIJCOSX def2/J DEFGRID3
* xyz 0 1
C -0.8300 -1.0343 1.5076
O -0.6884 -0.7985 0.0932
C 0.1051 0.2587 -0.1230
O 0.7578 1.0051 0.7714
N 1.4092 2.0421 0.0279
N 1.1241 1.9164 -1.2116
C 0.4466 0.7971 -1.3959
O 0.2594 0.1012 -2.5980
H -1.3186 -0.3080 2.1093
H -1.5017 -1.9178 1.4695
H 0.2046 -1.2166 1.8221
H 0.0320 -0.8453 -2.4726
*
```

Calculated values
Relative energy (zero: lowest compared OMol25 entry of this formula, charge and spin): 4.045 eV
LUMO energy: 0.46 eV
SMILES: COc1onnc1O